# 1
ORCA calculation (wB97M-V/def2-TZVPD) on C12H39NO12P4Si2 as an isolated structure.

The HOMO energy comes out at -7.34 eV.

The geometry in XYZ format:
```
70
Properties=species:S:1:pos:R:3:forces:R:3:lowdin_charge:R:1
N -1.1742 -6.5785 0.7968 0.10 1.26 0.40 -0.25
P -2.2991 -5.7475 -0.2253 -1.55 -1.08 -0.60 0.62
O -1.4101 -4.8945 -1.3391 0.55 -0.18 0.70 -0.39
Si -3.1911 -4.1031 1.0646 1.41 -0.48 -0.70 0.19
O -4.4801 -3.4954 0.2218 -0.08 -0.30 0.62 -0.55
Si -6.0399 -3.7949 0.7303 -0.46 0.53 -0.20 0.51
P -1.8550 -2.3854 1.6892 -2.17 1.97 1.37 0.66
O -0.7000 -2.9069 2.7206 0.39 -0.62 -0.96 -0.33
O -1.1855 -1.6385 0.3830 0.74 -0.87 -0.22 -0.36
H -0.8023 -5.9488 1.5041 0.35 -0.23 0.02 0.00
H -1.6553 -7.3013 1.3200 0.01 -0.28 -0.36 0.02
H -0.5178 -5.2662 -1.3547 0.06 0.15 -0.23 0.04
H -3.6095 -4.7467 2.3321 -0.06 0.07 0.06 -0.04
H -6.1041 -4.9071 1.6970 0.16 -0.04 0.00 -0.06
H -6.5477 -2.5615 1.3629 0.01 -0.04 0.07 -0.06
H -6.9279 -4.1145 -0.4009 0.18 -0.03 -0.14 -0.07
H -0.2457 -3.7144 2.4491 0.24 0.11 0.05 0.04
H -1.8575 -1.4193 -0.2742 -0.03 -0.01 0.02 0.05
O 3.7264 1.6279 3.1096 1.89 0.65 1.97 -0.20
P 4.4008 0.3429 2.8842 -3.25 -2.52 -3.60 0.47
O 5.0217 0.3379 1.3971 0.35 0.10 0.45 -0.19
C 5.9696 1.3482 1.0358 0.20 0.22 -0.14 -0.27
C 7.3056 1.1619 1.7298 -0.06 -0.06 0.16 -0.08
O 3.1702 -0.6923 2.6451 0.43 -0.10 0.05 -0.22
C 1.9014 -0.4786 3.2762 -0.29 0.10 -0.02 -0.27
C 0.8771 -0.0446 2.2538 0.13 0.04 -0.12 -0.08
O 5.3520 -0.6886 3.6174 0.57 1.71 1.21 -0.19
C 5.3358 -2.1104 3.4290 0.34 -0.73 0.35 -0.25
C 5.9468 -2.5555 2.1207 -0.21 0.18 -0.29 -0.07
H 5.5551 2.3356 1.2520 -0.06 -0.05 0.04 0.11
H 6.0973 1.2737 -0.0435 -0.10 -0.10 0.00 0.12
H 7.2094 1.2875 2.8108 0.02 0.05 -0.02 0.07
H 8.0273 1.8943 1.3672 -0.02 0.01 -0.02 0.08
H 7.6998 0.1612 1.5530 0.02 0.02 -0.07 0.07
H 1.9840 0.2543 4.0785 0.10 0.06 -0.06 0.11
H 1.6012 -1.4269 3.7287 0.08 -0.04 -0.04 0.11
H 1.2260 0.8243 1.6970 0.05 0.10 0.18 0.06
H -0.0720 0.2031 2.7329 -0.01 -0.05 0.00 0.09
H 0.7045 -0.8349 1.5292 0.01 -0.01 0.00 0.04
H 4.3349 -2.5138 3.5612 -0.15 0.29 -0.13 0.11
H 5.9313 -2.5066 4.2528 0.07 0.22 0.04 0.12
H 5.2957 -2.3261 1.2780 0.00 0.05 0.01 0.08
H 6.1008 -3.6353 2.1420 0.02 0.01 0.08 0.08
H 6.9044 -2.0652 1.9487 0.04 -0.06 0.06 0.07
O -0.7767 4.5935 -2.8209 0.07 1.04 -2.59 -0.21
P -1.9110 3.7371 -3.1907 -0.81 -3.04 4.45 0.46
O -3.2073 4.2017 -2.3558 0.05 0.17 -0.55 -0.19
C -3.6757 5.5481 -2.4889 -0.14 0.30 0.02 -0.27
C -4.3007 5.8109 -3.8459 0.11 -0.10 -0.10 -0.08
O -1.5989 2.3432 -2.4105 -0.32 0.08 -0.29 -0.22
C -0.2521 1.9336 -2.1532 0.19 -0.03 0.21 -0.28
C 0.0652 2.0654 -0.6806 -0.17 0.01 0.15 -0.07
O -2.5821 3.0752 -4.4609 0.99 1.58 -1.09 -0.19
C -3.2590 1.8095 -4.4799 -0.34 -0.57 -0.57 -0.25
C -4.6273 1.8444 -3.8400 0.06 0.13 0.38 -0.07
H -2.8549 6.2436 -2.2991 0.05 -0.07 0.00 0.11
H -4.4170 5.6913 -1.7036 0.04 -0.13 0.05 0.12
H -3.5600 5.7262 -4.6444 0.00 0.05 0.01 0.07
H -4.7228 6.8156 -3.8814 0.01 0.00 0.03 0.08
H -5.0899 5.0894 -4.0572 -0.05 0.03 0.05 0.07
H 0.4521 2.5089 -2.7537 -0.07 0.10 0.00 0.11
H -0.1698 0.8884 -2.4630 -0.08 0.00 -0.03 0.12
H -0.1429 3.0743 -0.3244 0.09 0.07 -0.13 0.08
H 1.1136 1.8345 -0.4876 -0.01 -0.03 -0.02 0.08
H -0.5544 1.3845 -0.0945 0.05 -0.05 -0.01 0.07
H -2.6382 1.0246 -4.0555 0.15 0.22 0.23 0.11
H -3.3669 1.5683 -5.5382 0.06 0.23 -0.05 0.12
H -4.5589 1.9153 -2.7550 0.02 0.04 0.00 0.08
H -5.1637 0.9263 -4.0834 0.04 0.00 -0.08 0.08
H -5.2048 2.6966 -4.1966 -0.01 -0.04 -0.08 0.07
```
Forces are in eV/Å.

---

# 2
ORCA calculation (wB97M-V/def2-TZVPD) on C12H40AsF6N2O8 as an isolated structure.

As for the expectation value of S²: 0.75. Its multiplicity is 2. The HOMO energy (alpha / beta) comes out at 1.32 / -4.17 eV. Its net charge is -2.

The geometry in XYZ format:
```
69
Properties=species:S:1:pos:R:3:forces:R:3:lowdin_spin:R:1
As -0.7928 -1.2080 -0.4803 1.01 -0.24 -1.99 0.19
F -2.6156 -1.1561 -0.5991 -2.09 0.08 0.52 0.10
F -0.7562 -1.5740 1.2811 -0.21 -0.28 2.04 0.13
F 1.0430 -1.1936 -0.5625 1.28 -0.21 0.11 0.11
F -0.7086 -0.8851 -2.3067 -0.07 0.17 -0.69 0.10
F -0.8312 0.5708 -0.2287 0.00 2.34 0.53 0.12
F -0.9251 -2.9372 -0.8868 0.08 -1.70 -0.19 0.11
C -2.0275 2.4474 -2.6663 0.57 0.63 0.19 0.01
O -2.7412 3.6410 -2.2478 -0.60 -0.39 -0.91 0.00
H -2.6324 1.7266 -3.2165 -0.81 0.13 0.80 0.00
H -1.2946 2.6694 -3.4419 0.49 0.53 0.24 0.00
H -1.5456 1.9917 -1.8013 -0.22 -0.45 -0.28 0.00
H -2.3575 4.0875 -1.4895 0.43 -0.57 -0.09 0.00
C -3.5047 -2.2375 -3.3117 1.23 1.55 -0.57 0.01
O -4.4794 -1.6230 -2.4836 -0.64 -1.06 -0.63 0.01
H -3.8656 -2.6420 -4.2574 -0.75 -0.52 0.44 0.00
H -2.8596 -1.4334 -3.6657 0.36 0.22 -0.14 0.00
H -2.7716 -2.8643 -2.8040 -0.50 -0.53 0.23 0.00
H -3.9795 -1.4122 -1.6916 0.28 0.32 0.54 0.00
C 1.3063 -3.2855 -4.0022 -0.40 0.19 -0.45 0.00
O 1.4984 -3.4331 -2.6185 0.86 -0.13 -0.66 0.01
H 1.1391 -2.2975 -4.4311 -0.42 0.59 0.88 0.00
H 2.1808 -3.5449 -4.5990 0.38 -0.82 0.37 0.00
H 0.4457 -3.8781 -4.3125 -0.02 -0.25 -0.22 0.00
H 1.1239 -2.7043 -2.1184 -0.41 0.42 0.14 0.00
C 3.8420 0.6094 0.3099 1.07 -0.39 -1.41 0.00
O 3.5675 1.6235 -0.6749 -0.07 0.02 1.21 0.00
H 3.5126 0.7888 1.3333 0.03 0.35 -0.15 0.00
H 3.5511 -0.3907 -0.0115 -0.94 0.12 -0.01 0.00
H 4.9215 0.5277 0.1828 0.31 0.18 0.95 0.00
H 2.6594 1.9298 -0.6176 -0.54 -0.04 -0.26 0.00
C 3.7142 -0.9202 -3.1463 -0.30 1.93 -0.13 0.00
O 4.1528 0.4354 -2.9573 1.05 -0.07 -1.37 0.00
H 3.4288 -1.4418 -2.2327 0.31 -0.17 -0.11 0.00
H 2.8311 -0.8111 -3.7758 -0.24 -0.51 0.09 0.00
H 4.4952 -1.3548 -3.7702 0.01 -0.67 0.40 0.00
H 4.1093 0.9154 -2.1271 -0.84 -0.65 0.64 0.00
C -4.5282 -1.0022 2.6493 -1.23 2.17 1.43 0.00
O -5.4016 -0.6338 3.4323 -0.86 -0.28 0.84 0.00
N -4.4968 -2.1287 2.0289 -1.38 -4.36 -1.15 0.00
N -3.5289 -0.2534 2.3161 3.00 3.04 -0.44 0.00
H -3.8304 -2.3188 1.2941 -0.23 -0.19 -0.01 0.00
H -5.3372 -2.6625 2.1984 0.44 -0.37 -0.57 0.00
H -3.4744 0.6693 2.7231 0.07 -0.30 -0.33 0.00
H -2.9644 -0.5054 1.5173 0.36 0.36 0.06 0.00
C 1.5566 -0.4852 3.6095 0.05 0.63 -0.53 0.00
C 0.2838 -0.8924 4.3378 0.72 -1.96 0.75 0.00
C 0.2238 -2.4072 4.5646 -1.74 -0.81 -0.90 0.00
O 0.3023 -0.3914 5.7101 -0.05 0.90 -0.82 0.00
H 2.4351 -0.6785 4.2250 0.05 0.37 0.37 0.00
H 1.4465 0.5589 3.3165 0.40 0.33 0.50 0.00
H 1.8285 -0.9299 2.6522 -0.86 -0.71 -0.04 0.00
H -0.6009 -0.5577 3.7963 0.01 0.12 0.35 0.00
H 1.1108 -2.8983 4.9647 0.32 0.29 -0.23 0.00
H -0.1839 -2.9481 3.7106 0.95 0.07 -0.80 0.00
H -0.6055 -2.6985 5.2091 0.03 0.64 0.83 0.00
H 1.0587 -0.8621 6.0678 0.06 0.12 0.37 0.00
C 0.5899 2.7821 1.2366 0.15 1.61 0.73 0.01
C 0.6825 3.9088 0.1772 0.46 -1.75 -0.68 0.00
C 1.8283 4.8650 0.4001 -0.47 1.19 1.70 0.00
O 0.8651 3.3240 -1.1259 0.24 0.57 0.20 0.00
H 0.7222 3.2953 2.1891 -0.07 0.11 0.40 0.00
H 1.4207 2.0767 1.2222 -0.34 -0.28 -0.51 0.00
H -0.4073 2.3454 1.2918 0.40 -0.47 -0.46 0.00
H -0.2675 4.4425 0.2029 -0.09 0.33 -0.01 0.00
H 2.8402 4.4701 0.4910 -0.14 -0.28 -0.71 0.00
H 1.6556 5.2909 1.3885 -0.06 -0.29 0.69 0.00
H 1.7569 5.8291 -0.1034 0.27 -0.47 -1.15 0.00
H 0.1855 2.6603 -1.2647 -0.15 -0.45 0.04 0.00
```
Forces are in eV/Å.

---

# 3
ORCA calculation (wB97M-V/def2-TZVPD) on C12H41F6NO19S2Y as an isolated structure.

The HOMO energy comes out at -11.27 eV. Its net charge is +1.

The geometry in XYZ format:
```
82
Properties=species:S:1:pos:R:3:forces:R:3:lowdin_charge:R:1
Y -14.3657 -7.2799 -1.2275 -4.59 1.40 -0.25 1.98
C -17.3472 -8.1084 -4.9149 -0.15 -0.03 -0.18 -0.67
F -16.7363 -7.2949 -5.7768 0.16 0.29 0.25 0.15
F -18.0841 -7.4086 -4.0593 0.11 0.19 0.09 0.15
F -18.1428 -8.8920 -5.6234 0.04 -0.33 0.27 0.18
S -16.0702 -9.0963 -4.0118 -0.29 -0.73 -2.14 0.54
O -16.7818 -9.8817 -3.0439 -0.51 -0.50 0.70 -0.28
O -15.3716 -9.7614 -5.0628 0.02 0.03 0.50 -0.22
O -15.2680 -8.0632 -3.3306 1.95 1.56 1.99 -0.43
C -18.4812 -5.4141 -0.4636 1.56 -0.22 0.02 -0.66
F -19.4527 -4.5386 -0.4185 -0.38 0.06 0.06 0.18
F -17.9216 -5.5566 0.7521 -0.24 0.04 0.37 0.11
F -18.9281 -6.6053 -0.8312 -0.11 0.20 -0.25 0.16
S -17.1175 -4.7690 -1.5611 -0.22 1.84 -1.56 0.58
O -16.1531 -5.8826 -1.7058 0.36 -0.99 0.33 -0.43
O -17.8002 -4.4280 -2.7904 0.39 -0.85 0.55 -0.27
O -16.5224 -3.6051 -0.9349 -0.03 -0.76 0.72 -0.27
O -15.6348 -4.5197 -4.8361 0.31 0.00 0.33 -0.05
H -16.3487 -4.3886 -4.1981 -0.15 -0.05 -0.24 -0.01
H -15.6740 -5.4528 -5.0686 -0.12 0.06 -0.10 0.01
O -21.9840 -6.9067 0.1084 0.00 0.07 0.13 -0.04
H -21.1712 -6.4438 -0.1087 -0.04 0.01 -0.10 -0.01
H -22.5682 -6.2251 0.4603 -0.01 -0.11 -0.05 0.04
O -14.6991 -7.0402 1.2588 0.54 -0.81 -0.74 -0.10
H -14.0171 -7.2901 1.8989 -0.13 0.01 -0.11 0.09
H -15.4929 -6.8344 1.8202 -0.12 0.15 -0.16 0.06
O -16.4428 -8.5830 -0.8095 0.90 0.17 0.28 -0.13
H -17.1244 -8.7218 -0.1326 0.23 0.02 -0.03 0.08
H -16.7314 -9.1379 -1.5861 0.04 -0.03 -0.16 0.01
O -13.9117 -5.1047 -0.4960 1.11 -1.61 -3.35 -0.16
H -14.0752 -4.6006 0.3545 -0.48 -0.84 0.95 -0.06
H -14.0436 -4.4466 -1.2070 0.12 -0.32 0.23 0.08
O -20.3764 -4.3187 -4.0548 0.19 -0.01 0.19 -0.06
H -19.4818 -4.2512 -3.6837 -0.38 -0.02 -0.15 -0.02
H -20.9581 -3.9638 -3.3749 0.02 0.01 -0.10 0.03
C -19.3212 -1.6899 1.0621 -0.67 -0.09 -1.06 -0.26
C -18.4570 -0.5421 0.5069 0.00 -1.23 0.54 -0.26
O -19.1255 0.6799 0.4782 0.04 0.22 -0.11 -0.03
O -19.9822 -1.2942 2.2377 0.46 0.37 0.58 -0.05
H -18.7447 -2.6140 1.1910 0.35 0.19 0.23 0.09
H -20.0410 -1.9422 0.2733 -0.21 0.14 0.12 0.12
H -18.2110 -0.8440 -0.5107 0.09 0.26 -0.11 0.12
H -17.5224 -0.5240 1.0761 0.12 0.36 0.08 0.11
H -19.3139 0.9468 1.3845 -0.11 -0.10 -0.02 0.09
H -20.8179 -1.7432 2.3697 -0.02 -0.12 -0.24 0.09
C -12.9150 -0.9635 -0.9940 0.19 -0.27 0.22 -0.18
C -11.8155 -1.6333 -1.7944 0.09 -0.42 0.64 -0.25
O -12.2288 -2.1551 -3.0310 -0.01 -0.53 -0.42 -0.05
O -13.7100 -1.9215 -0.2717 -0.73 -0.60 -0.25 -0.09
H -13.5654 -0.3811 -1.6505 0.06 0.19 0.12 0.13
H -12.4974 -0.3364 -0.2087 0.06 0.19 -0.20 0.13
H -11.4840 -2.5213 -1.2401 -0.03 0.22 0.20 0.12
H -10.9214 -1.0005 -1.8426 -0.28 0.27 -0.47 0.12
H -12.9664 -1.7053 -3.4516 0.11 0.41 0.16 0.09
H -14.4412 -2.2415 -0.8213 0.01 0.43 -0.13 0.07
C -15.1707 -3.8197 2.5829 -1.63 0.44 -1.59 -0.14
C -15.1158 -5.0850 3.4068 -0.15 1.36 1.24 -0.19
O -16.1584 -6.0191 3.1251 0.66 -0.18 -0.29 -0.07
O -14.3093 -3.9466 1.4470 0.71 1.15 1.38 -0.06
H -15.0782 -2.8623 3.1048 1.01 -0.38 0.24 0.14
H -16.1664 -3.6762 2.1360 -0.24 -0.48 0.36 0.12
H -15.1930 -4.7759 4.4549 0.01 -0.24 -0.02 0.14
H -14.1214 -5.5150 3.2953 -0.24 -0.39 -0.10 0.13
H -16.9881 -5.6834 3.4785 -0.06 -0.08 -0.09 0.12
H -14.1892 -3.1231 0.9371 0.11 0.80 0.70 0.08
C -20.7204 -9.4537 -2.0426 1.23 0.19 1.14 -0.05
C -20.7397 -10.3262 -0.7975 0.48 -0.29 1.36 -0.43
C -21.7968 -11.4306 -0.8983 0.08 0.18 -0.93 -0.23
O -23.0803 -10.8975 -0.6795 -0.17 -0.08 -0.11 -0.17
C -24.0660 -11.7476 -1.2472 0.36 0.59 -1.10 -0.10
N -19.3883 -10.8732 -0.5124 0.40 -0.88 -1.26 0.02
H -20.3218 -10.0351 -2.8759 -0.73 0.00 -0.37 0.08
H -19.9397 -8.7009 -1.8772 -0.20 0.14 -0.03 0.05
H -21.6661 -8.9312 -2.1370 -0.11 -0.25 -0.57 0.09
H -20.8507 -9.7132 0.1035 -1.01 0.11 -0.27 0.13
H -21.6194 -12.3416 -0.3090 0.11 0.36 0.59 0.12
H -21.7204 -11.8115 -1.9315 -0.12 0.07 -0.10 0.12
H -25.0622 -11.3320 -1.1087 0.03 -0.34 1.01 0.09
H -23.8537 -12.7697 -0.9355 -0.73 -0.16 0.22 0.09
H -24.0262 -11.7179 -2.3494 0.56 -0.18 0.04 0.09
H -19.4641 -11.6618 0.1289 -0.16 0.35 0.34 0.07
H -19.0809 -11.3703 -1.3575 0.17 0.36 0.05 0.07
```
Forces are in eV/Å.

---

# 4
ORCA calculation (wB97M-V/def2-TZVPD) on a 9-piece molecular cluster, C12H42N12O9 overall.

Its relative energy (zero: lowest compared OMol25 entry of this formula, charge and spin) is 94.8 kcal/mol. The HOMO energy comes out at -8.59 eV. The SMILES is NC(N)=O.NC(N)=O.NC(N)=O.NC(N)=O.NC(N)=O.NC(N)=O.CCO.CCO.CCO.

The geometry in XYZ format:
```
75
Properties=species:S:1:pos:R:3:forces:R:3:lowdin_charge:R:1
C 11.3099 5.1923 -8.5630 -0.95 -1.10 -1.04 -0.83
O 10.2422 5.6884 -8.7020 -4.29 2.80 -0.67 0.03
N 11.9269 5.1520 -7.4379 2.99 -0.25 3.63 0.19
N 11.8498 4.4871 -9.5312 2.36 -2.10 -2.85 0.18
H 11.6023 5.6387 -6.6145 0.11 -0.04 -0.50 0.12
H 12.8652 4.7863 -7.5145 0.23 0.17 0.82 0.06
H 12.6973 3.9538 -9.3991 0.03 0.31 0.35 0.08
H 11.4595 4.3536 -10.4531 -0.41 0.40 0.43 0.06
C 15.6420 4.4447 -8.7999 -3.49 -0.01 -0.31 -0.80
O 14.5350 4.2100 -8.3515 -1.87 -1.14 1.28 0.00
N 15.8370 4.4468 -10.0648 1.03 -0.42 -4.71 0.20
N 16.5814 4.8656 -8.0573 4.50 1.71 4.11 0.19
H 16.7161 4.7014 -10.4919 -0.32 -0.16 -0.31 0.10
H 15.0786 4.1574 -10.6658 0.35 0.15 0.04 0.13
H 16.3647 4.9447 -7.0740 0.23 -0.07 -0.25 0.12
H 17.4889 5.1808 -8.3689 -0.32 -0.18 0.01 0.12
C 13.6955 8.0219 -5.9496 -0.20 -0.10 0.39 -0.82
O 13.7072 8.1048 -4.7572 -0.79 0.24 2.72 0.05
N 14.6650 7.5255 -6.6372 4.76 -2.32 -2.41 0.18
N 12.7255 8.3513 -6.7704 -4.25 2.17 -0.81 0.17
H 15.2612 6.8151 -6.2374 -0.04 0.63 0.05 0.10
H 14.6804 7.6586 -7.6383 0.10 -0.35 0.07 0.08
H 11.8962 8.7324 -6.3378 0.15 0.11 -0.22 0.12
H 12.7690 8.3532 -7.7795 0.26 -0.36 0.41 0.07
C 16.2298 11.0612 -13.2832 0.46 -1.35 -1.19 -0.74
O 16.8296 10.3179 -12.5423 0.52 -0.86 2.38 0.02
N 14.9534 11.4088 -13.2064 -1.89 0.31 1.66 0.18
N 16.7577 11.3903 -14.4415 0.59 2.09 -3.62 0.16
H 14.5431 11.2604 -12.2956 -0.63 0.05 0.03 0.06
H 14.4323 11.9346 -13.8935 0.41 -0.09 0.28 0.11
H 16.1464 11.9750 -14.9933 0.60 0.01 -0.31 0.10
H 17.7072 11.3325 -14.7810 -0.19 -0.37 0.79 0.12
C 12.1793 11.1102 -10.2934 2.29 -1.47 -0.07 -0.76
O 13.3252 11.1110 -10.7435 0.91 0.35 -0.90 0.00
N 11.3832 12.1280 -10.3143 -0.73 3.69 -1.08 0.19
N 11.6742 10.0750 -9.7196 -2.01 -2.89 2.05 0.20
H 10.4442 12.1449 -9.9427 0.33 0.21 -0.53 0.13
H 11.8014 12.7712 -10.9712 -1.01 0.96 0.39 0.13
H 10.8223 10.2680 -9.2125 0.10 -1.03 -0.02 0.13
H 12.1250 9.1712 -9.7270 -0.04 0.14 0.28 0.09
C 16.6930 6.4326 -13.0747 -0.20 -3.86 1.89 -0.81
O 16.7100 5.2311 -12.8270 1.17 -1.23 0.24 0.00
N 17.2687 7.3578 -12.3864 3.10 1.95 3.01 0.18
N 15.9132 6.9227 -13.9454 -3.28 2.43 -4.36 0.18
H 17.0524 8.3369 -12.5077 0.53 0.16 0.20 0.06
H 17.9314 7.0478 -11.6901 -0.26 0.44 -0.03 0.13
H 15.8118 7.9208 -13.8288 -0.62 -0.17 -1.27 0.11
H 15.4994 6.3522 -14.6689 -0.15 0.42 0.38 0.14
C 9.8544 6.0216 -12.1583 -0.55 0.76 1.05 -0.08
C 9.7991 4.5108 -12.5193 -1.10 2.80 -0.02 -0.30
O 11.0675 4.0074 -12.2865 0.97 -0.91 -0.62 -0.09
H 10.0240 6.1827 -11.0937 -0.16 -0.51 0.32 0.04
H 8.9502 6.5993 -12.3506 -0.60 -0.61 -0.11 0.07
H 10.5814 6.7272 -12.5605 0.69 -0.95 -0.92 0.06
H 9.4374 4.4646 -13.5465 0.43 -0.45 -0.34 0.11
H 9.0497 4.0049 -11.9106 -0.06 0.08 0.24 0.11
H 11.1865 3.2509 -12.8653 0.26 -0.19 0.15 0.10
C 14.8315 12.1215 -7.1869 -0.52 -1.37 0.60 -0.09
C 15.7378 11.7393 -8.3223 1.96 1.37 0.10 -0.32
O 16.6478 10.6274 -8.1994 -1.04 -0.34 0.68 -0.08
H 14.2745 12.9997 -7.5134 -0.45 -0.33 -0.22 0.08
H 15.3032 12.4660 -6.2667 0.53 -0.36 -0.11 0.08
H 14.2254 11.2504 -6.9376 -0.67 0.32 0.23 0.07
H 16.3935 12.6053 -8.2318 0.25 0.44 -1.35 0.10
H 15.1982 11.6780 -9.2674 -0.03 0.15 0.04 0.09
H 17.2976 10.7240 -8.8995 -0.06 0.06 -0.06 0.07
C 13.4472 7.6389 -11.6276 -0.12 1.86 -0.56 -0.04
C 14.5827 8.0171 -10.6720 0.53 -2.69 -1.00 -0.29
O 14.0775 8.4457 -9.4439 -0.13 0.75 0.53 -0.11
H 12.6799 8.4001 -11.4862 -0.43 -0.16 0.24 0.05
H 12.9916 6.6531 -11.5340 0.37 0.02 0.16 0.07
H 13.7000 7.8943 -12.6566 0.33 -0.70 -0.20 0.06
H 15.3518 8.7048 -11.0238 -0.50 0.34 -0.41 0.10
H 15.1400 7.0947 -10.5087 0.17 -0.12 0.27 0.09
H 14.1842 9.3893 -9.5849 -0.28 0.75 0.84 0.06
```
Forces are in eV/Å.